{
  "formula": "C24H21N5O5V",
  "method": "ωB97M-V/def2-TZVPD",
  "multiplicity": 4,
  "e_homo_ev": [-6.88, -8.91],
  "s_squared": 3.7617,
  "orbital_gap_ev": [6.0766, 7.9911],
  "charge": 0,
  "species": ["V", "O", "C", "C", "N", "C", "C", "O", "O", "C", "C", "O", "O", "H", "H", "H", "H", "H", "H", "H", "H", "H", "C", "C", "N", "C", "C", "C", "C", "C", "C", "C", "C", "C", "N", "C", "H", "H", "H", "H", "H", "H", "H", "H", "N", "C", "C", "C", "C", "N", "C", "C", "H", "H", "H", "H"],
  "positions_angstrom": [[0.51, 0.02, 0.56], [-0.05, -3.05, 0.21], [1.12, -3.64, 0.75], [1.73, -2.84, 1.89], [2.10, -1.46, 1.56], [2.37, -0.73, 2.81], [1.10, -0.19, 3.47], [0.98, -0.18, 4.68], [0.21, 0.20, 2.61], [3.27, -1.39, 0.68], [3.43, -0.02, 0.02], [4.46, 0.22, -0.59], [2.42, 0.76, 0.17], [-0.69, -2.93, 0.91], [1.81, -3.74, -0.09], [0.92, -4.65, 1.13], [2.60, -3.39, 2.27], [1.01, -2.79, 2.71], [2.99, 0.14, 2.57], [2.93, -1.35, 3.52], [3.16, -2.12, -0.12], [4.20, -1.65, 1.21], [-3.84, -0.64, 1.17], [-2.47, -0.55, 1.42], [-1.57, -0.52, 0.44], [-2.01, -0.57, -0.84], [-3.36, -0.64, -1.18], [-4.29, -0.68, -0.12], [-3.75, -0.70, -2.57], [-2.82, -0.71, -3.54], [-1.42, -0.64, -3.22], [-0.42, -0.67, -4.20], [0.90, -0.58, -3.82], [1.21, -0.44, -2.47], [0.28, -0.42, -1.52], [-1.02, -0.55, -1.89], [-4.53, -0.67, 2.01], [-2.04, -0.48, 2.41], [-5.35, -0.74, -0.34], [-4.81, -0.75, -2.80], [-3.11, -0.77, -4.58], [-0.69, -0.75, -5.25], [1.70, -0.60, -4.55], [2.23, -0.30, -2.13], [-0.16, 7.44, 0.54], [-0.15, 6.29, 0.48], [-0.14, 4.84, 0.42], [-0.71, 4.10, 1.44], [-0.68, 2.72, 1.32], [-0.10, 2.09, 0.29], [0.46, 2.82, -0.67], [0.45, 4.21, -0.66], [-1.15, 4.56, 2.31], [-1.09, 2.08, 2.09], [0.96, 2.28, -1.46], [0.92, 4.76, -1.46]],
  "lowdin_spin": [2.65, 0.02, 0.00, 0.00, 0.00, 0.00, 0.01, 0.01, 0.03, 0.00, 0.01, 0.01, 0.03, 0.00, 0.00, 0.00, 0.00, 0.00, 0.00, 0.00, 0.00, 0.00, 0.00, 0.03, 0.01, 0.02, 0.00, 0.03, 0.00, 0.00, 0.00, 0.03, 0.00, 0.03, 0.02, 0.02, 0.00, 0.00, 0.00, 0.00, 0.00, 0.00, 0.00, 0.00, 0.01, 0.00, 0.01, 0.00, 0.02, 0.01, 0.02, 0.00, 0.00, 0.00, 0.00, 0.00]
}